(1)
Density functional theory data (ωB97M-V with the def2-TZVPD basis set) for one molecule with the formula C24H29FN2O2S.

Geometry as XYZ:
```
59
Properties=species:S:1:pos:R:3:forces:R:3
S -2.9449 2.3499 -0.4146 0.1 0.4 0.4
F 5.0208 3.1420 -2.1969 -0.1 0.0 0.0
O 1.5708 -2.4407 -0.9368 0.2 -0.2 -0.3
O -1.0446 0.3657 1.2797 -0.1 0.0 0.1
N 1.1245 0.4481 0.6328 0.3 -0.2 0.0
N -0.4826 -1.9237 -0.1606 -0.6 -0.1 -0.1
C -2.0937 3.7690 1.5345 0.2 -0.1 -0.2
C -3.4528 -1.5959 -0.6538 -0.1 -0.2 -0.2
C -3.4381 -0.8969 -2.0093 0.1 0.2 0.2
C 2.1250 1.1499 -0.0977 0.2 0.4 -0.2
C 3.3089 1.5277 -2.1542 0.2 0.2 0.0
C -1.6435 2.9193 0.5734 -0.2 -0.1 -0.2
C 2.3303 0.8597 -1.4416 0.0 0.1 0.2
C -1.2035 -1.8969 -2.5176 0.1 0.1 0.2
C 0.8973 -1.3463 2.3794 -0.1 0.0 0.3
C 2.0462 -2.0728 3.0953 0.1 -0.1 0.0
C -2.6457 -2.8927 -0.7081 0.1 0.1 0.1
C 2.9430 -1.1929 1.0720 0.0 -0.3 -0.1
C -4.0800 3.2811 0.4767 0.1 -0.2 -0.2
C -2.0020 -0.6011 -2.4280 -0.2 -0.2 -0.3
C 3.0438 -2.4043 1.9897 0.0 0.1 0.1
C -1.2135 -2.6508 -1.1815 0.1 -0.4 -0.4
C 4.0699 2.4845 -1.5068 -0.1 -0.1 0.1
C -0.2539 2.4348 0.3461 -0.3 -0.1 0.1
C -0.1054 0.9822 0.8050 0.0 0.4 -0.1
C 3.8862 2.7854 -0.1688 0.1 0.1 -0.2
C 1.4300 -0.9551 0.9805 0.1 -0.2 0.1
C 0.8526 -1.8613 -0.1432 0.1 0.3 0.4
C 2.9084 2.1084 0.5358 -0.1 -0.2 -0.2
C -3.4901 3.9799 1.4773 -0.2 0.0 0.0
H -1.4511 4.2359 2.2601 0.2 0.1 0.1
H -2.6284 -3.3651 0.2763 0.0 -0.1 0.0
H 0.5950 -0.4568 2.9298 -0.1 -0.1 0.0
H 4.0540 -2.5591 2.3646 0.0 -0.1 0.0
H 2.5144 -1.4102 3.8249 0.0 0.0 0.0
H -3.9101 -1.5372 -2.7585 -0.1 0.0 -0.1
H -3.0401 -0.9213 0.0990 0.0 0.1 0.1
H -0.1683 -1.6974 -2.7995 0.0 -0.1 0.0
H 0.4461 3.0639 0.8986 0.0 0.0 -0.1
H 4.5056 3.5305 0.3043 0.1 0.1 0.0
H 3.3749 -1.3785 0.0903 0.0 0.1 0.0
H -1.9894 -0.0917 -3.3937 0.1 0.1 0.0
H -4.0056 0.0334 -1.9520 -0.1 0.0 -0.1
H 0.0058 2.4863 -0.7154 0.1 0.1 0.1
H 2.7552 2.3169 1.5843 0.0 0.0 0.1
H -1.5466 0.0667 -1.6933 0.1 0.1 0.0
H -1.6392 -2.5425 -3.2827 0.0 0.0 -0.1
H 0.0239 -1.9900 2.2945 0.0 0.1 0.0
H 2.7319 -3.2965 1.4467 0.0 -0.1 0.0
H -1.0105 -1.3171 0.4574 0.2 0.0 0.1
H -4.4798 -1.8237 -0.3616 0.0 0.0 0.1
H -4.0245 4.6227 2.1536 -0.1 0.1 0.1
H 3.4363 -0.3352 1.5303 0.0 0.0 0.0
H -3.1239 -3.5851 -1.4039 0.0 -0.1 0.0
H -5.1159 3.2487 0.2035 -0.2 0.0 0.0
H 1.7337 0.0997 -1.9212 -0.1 -0.1 -0.1
H 1.6992 -2.9604 3.6214 0.0 0.0 0.1
H -0.6927 -3.6069 -1.3207 -0.1 0.1 0.0
H 3.4867 1.3137 -3.1958 0.0 0.0 -0.1
```
Forces are in eV/Å.

Results
- molecular weight (g mol⁻¹) = 428.573
- electronic energy (a.u.) = -1690.044271
- HOMO-LUMO gap (eV) = 9.37
- SMILES = O=C(Cc1cccs1)N(c1ccc(F)cc1)C1(C(=O)NC2CCCCC2)CCCC1


(2)
Density functional theory data (ωB97M-V with the def2-TZVPD basis set) for one molecule with the formula C24H29N3O3.

Geometry as XYZ:
```
59
Properties=species:S:1:pos:R:3:forces:R:3
O -1.9403 0.7764 1.3994 -0.1 0.3 0.1
O 1.4167 0.3209 1.2961 0.2 -0.3 -0.1
O -0.8612 2.8260 4.3245 -0.2 0.1 0.2
N -0.6556 -1.9988 -2.0930 -0.1 0.0 0.1
N 0.1825 1.3260 2.9508 0.0 -0.3 0.3
N -1.7327 -1.2088 0.3742 -0.2 0.0 -0.3
C -0.4867 -2.6369 -3.3062 0.0 -0.1 -0.3
C -0.3908 0.1609 3.5977 -0.1 -0.2 0.0
C -0.1140 -2.5077 -0.8571 -0.1 -0.2 0.2
C -0.7586 -0.9388 2.6021 0.1 0.3 0.0
C -0.1873 2.5983 3.3567 0.1 0.1 -0.3
C -0.4207 -4.0333 -3.3809 0.1 0.0 0.0
C -0.1929 -6.1907 -4.6358 0.0 0.0 0.0
C 1.5550 4.4315 3.0832 -0.1 0.0 0.2
C -0.4089 -1.9188 -4.5036 0.0 0.1 0.1
C -1.2409 -0.6786 -1.9880 -0.2 0.3 0.1
C 0.4363 3.5923 2.4058 -0.2 0.2 0.1
C -2.2914 -0.6947 -0.8580 -0.2 0.3 -0.3
C 2.7254 4.6119 1.1227 0.2 0.0 0.0
C -0.2706 -2.5768 -5.7103 0.0 -0.1 -0.1
C 2.0589 5.3525 1.9990 0.1 0.1 0.1
C 2.6973 3.4094 3.1225 0.1 0.0 0.1
C -1.2160 -2.5470 0.2103 0.4 -0.2 -0.1
C -0.1953 -3.9554 -5.7630 0.0 0.0 0.0
C -0.2704 -4.6934 -4.5870 0.0 0.1 0.0
C 1.2042 2.7402 1.3954 0.0 -0.1 -0.3
C -1.5258 -0.3697 1.4124 0.1 -0.4 0.3
C 0.9715 1.3098 1.8288 0.0 0.5 0.0
C 2.6784 3.1830 1.6063 0.2 -0.2 -0.1
C -0.2021 0.4253 -1.7674 -0.2 -0.2 -0.1
H 0.3075 -3.4988 -1.0108 0.0 0.1 0.0
H -1.2796 0.5251 4.1210 0.2 -0.1 0.0
H 3.4070 2.4960 1.1850 0.0 0.0 0.0
H -0.3425 4.2275 1.9837 0.0 -0.1 0.0
H 0.8073 -6.5046 -4.9342 0.0 -0.1 0.0
H -0.8367 -2.9475 1.1470 0.0 0.0 0.0
H -0.8963 -6.5854 -5.3672 0.0 -0.1 0.0
H -2.6556 0.3150 -0.6657 0.0 -0.1 -0.1
H 3.1761 4.9172 0.1970 0.0 0.1 -0.2
H -0.0807 -4.4613 -6.7100 0.0 -0.1 -0.1
H -1.7827 -0.4787 -2.9175 0.0 -0.1 0.1
H 0.6895 -1.8494 -0.4984 0.0 -0.1 0.0
H 2.4766 2.5187 3.7090 0.0 -0.1 0.1
H 3.6339 3.8462 3.4651 0.0 0.0 0.0
H 0.3172 -0.2339 4.3348 -0.1 0.0 0.0
H 0.8966 2.8577 0.3559 0.0 -0.1 0.1
H -0.6862 1.3978 -1.8072 0.0 0.2 0.0
H 0.2813 0.3224 -0.8001 0.1 0.0 0.1
H 0.1554 -1.4103 2.2424 -0.2 -0.1 0.0
H -0.4381 -0.8406 -4.4980 0.0 0.1 0.0
H -2.0367 -3.1862 -0.1374 0.1 0.0 0.1
H 1.8396 6.4027 1.9544 -0.1 0.2 -0.1
H -0.2090 -1.9997 -6.6219 0.0 0.1 -0.1
H -3.1302 -1.3344 -1.1541 0.0 0.0 0.0
H -0.4152 -6.6282 -3.6656 0.0 -0.1 0.0
H -1.3722 -1.6826 3.1138 0.0 0.0 0.0
H 0.5620 0.3791 -2.5401 0.1 0.0 -0.1
H -0.5103 -4.6254 -2.4816 0.0 0.0 0.1
H 1.2513 4.8911 4.0192 0.0 0.0 0.0
```
Forces are in eV/Å.

Results
- relative energy (zero: lowest compared OMol25 entry of this formula, charge and spin) (eV) = 1.832
- molecular weight (g mol⁻¹) = 407.514
- electronic energy (a.u.) = -1321.977368
- HOMO-LUMO gap (eV) = 8.22
- SMILES = Cc1cccc(N2CCN(C(=O)CCN3C(=O)[C@@H]4[C@H](C3=O)[C@H]3C=C[C@@H]4C3)C[C@H]2C)c1


(3)
Density functional theory data (ωB97M-V with the def2-TZVPD basis set) for one molecule with the formula C24H29N3O5S.

Geometry as XYZ:
```
62
Properties=species:S:1:pos:R:3:forces:R:3
S 5.9133 0.1401 1.0407 -0.5 0.0 -0.3
O -9.1371 0.2554 -0.7967 0.2 0.2 -0.1
O 7.0987 0.9486 1.1211 -0.1 0.1 -0.2
O -0.5161 2.4286 -0.2968 0.0 0.3 -0.1
O -3.8443 -0.4837 2.8940 -0.1 -0.1 0.2
O 5.5595 -0.6586 2.1776 -0.1 -0.2 -0.1
N 0.9017 0.7826 0.4010 0.1 -0.4 0.1
N 5.8960 -0.8709 -0.2991 -0.2 0.5 0.9
N -3.7817 0.2834 0.7228 0.1 -0.1 -0.3
C -7.3830 -0.5791 0.7014 -0.3 0.1 -0.1
C 6.4333 -0.2645 -1.4998 0.3 0.5 -0.3
C -3.2553 -0.0632 1.9263 0.5 -0.1 0.2
C 2.3342 2.7262 -0.0402 -0.1 0.1 0.0
C -7.8495 0.1903 -0.3589 0.2 0.1 -0.1
C 2.1555 1.3954 0.3363 0.5 0.2 0.0
C 3.6042 3.2746 -0.0725 0.1 -0.2 0.1
C 7.9609 -0.3071 -1.5463 -0.1 -0.2 -0.1
C 6.3647 -2.2229 -0.0663 0.2 -0.4 0.5
C -5.6112 1.0354 -0.6851 0.1 -0.1 0.1
C -1.7500 0.1884 1.8646 -0.1 -0.1 0.0
C -2.7860 0.7825 -0.2067 0.2 0.3 -0.2
C 8.4463 -1.7427 -1.3597 0.1 0.2 0.2
C 3.2708 0.6274 0.6668 -0.3 0.1 0.0
C 4.7134 2.5127 0.2615 0.2 0.1 0.0
C 4.5258 1.1936 0.6242 0.4 -0.2 0.1
C -6.9409 0.9980 -1.0439 -0.3 -0.1 0.0
C 7.8900 -2.3023 -0.0523 -0.1 -0.1 -0.3
C -1.4478 0.3096 0.3684 -0.2 0.3 0.0
C -10.0309 -2.0223 -0.7303 0.1 0.4 0.1
C -5.1430 0.2580 0.3742 -0.4 -0.1 0.1
C -0.3224 1.3052 0.1040 -0.3 -0.6 0.0
C -6.0474 -0.5462 1.0588 0.2 0.0 0.0
C -10.1181 -0.5851 -0.2241 -0.3 -0.4 0.1
H 3.7267 4.3076 -0.3591 0.0 0.1 0.0
H 5.9505 -2.5330 0.8934 0.0 -0.2 -0.1
H -8.0454 -1.2138 1.2679 -0.1 -0.1 0.0
H 8.1020 -2.3589 -2.1953 0.0 -0.1 -0.1
H -11.0682 -0.1409 -0.5347 0.1 -0.1 0.1
H -7.3064 1.6004 -1.8604 0.0 0.1 -0.1
H 9.5371 -1.7696 -1.3471 0.0 -0.1 -0.1
H -1.1800 -0.6679 -0.0432 0.0 0.1 0.0
H -2.7917 1.8791 -0.2479 0.0 -0.2 -0.1
H 1.4753 3.3222 -0.2999 0.0 0.0 0.0
H -5.7088 -1.1449 1.8871 0.0 0.0 0.0
H -10.1181 -2.0364 -1.8139 0.0 0.0 -0.1
H -10.8380 -2.6109 -0.3029 -0.1 -0.1 0.0
H -1.5491 1.1272 2.3868 0.0 0.0 0.0
H 5.7122 2.9185 0.2574 0.1 0.1 0.0
H -1.2076 -0.6074 2.3719 -0.1 0.0 0.0
H 3.1814 -0.4040 0.9713 -0.1 -0.2 0.0
H -2.9691 0.3887 -1.2088 0.0 0.1 0.1
H 0.9266 -0.1712 0.7359 -0.2 0.2 -0.1
H 8.3068 0.0964 -2.4995 0.0 0.1 0.0
H 8.3478 0.3166 -0.7397 0.1 0.0 -0.1
H -9.0804 -2.4738 -0.4569 0.0 -0.1 0.0
H -4.9444 1.6836 -1.2303 0.1 0.1 -0.1
H 8.2596 -1.7088 0.7862 0.1 -0.1 0.1
H 8.2028 -3.3381 0.0887 0.0 0.0 0.1
H 5.9544 -2.8576 -0.8595 0.0 0.1 0.0
H -10.0654 -0.5527 0.8711 0.0 0.1 -0.1
H 6.0123 -0.8038 -2.3562 0.0 0.1 0.1
H 6.0738 0.7662 -1.5273 0.0 0.0 -0.2
```
Forces are in eV/Å.

Results
- relative energy (zero: lowest compared OMol25 entry of this formula, charge and spin) (eV) = 1.144
- molecular weight (g mol⁻¹) = 471.579
- electronic energy (a.u.) = -1870.636960
- HOMO-LUMO gap (eV) = 8.32
- SMILES = CCOc1ccc(N2C[C@@H](C(=O)Nc3cccc(S(=O)(=O)N4CCCCC4)c3)CC2=O)cc1


(4)
Density functional theory data (ωB97M-V with the def2-TZVPD basis set) for one molecule with the formula C24H29N3O8S.

Geometry as XYZ:
```
65
Properties=species:S:1:pos:R:3:forces:R:3
S -2.9469 -0.7179 0.6395 -0.4 0.0 0.0
O -2.3761 2.3131 -0.9677 0.1 0.1 0.1
O 1.4320 -0.6173 -3.3208 -0.4 0.1 0.0
O -2.4024 -0.7848 1.9656 0.2 0.4 0.0
O 0.0634 -3.1253 0.7763 0.3 0.4 -0.2
O -3.8657 -1.7436 0.2353 0.1 0.0 -0.4
O 2.4030 -2.4274 -0.7409 -0.1 0.4 0.3
O 3.4417 1.9691 -1.9186 0.3 0.0 -0.1
O 0.4376 2.7209 1.5691 -0.4 0.0 0.3
N 2.6255 2.4961 1.0235 0.5 0.0 0.1
N 1.3533 1.3201 -1.3758 0.0 0.2 -0.1
N -3.7805 0.7169 0.5525 0.5 -0.9 0.1
C -0.6025 0.2392 -0.4100 0.3 -0.1 -0.2
C 0.4243 -0.6415 -2.4096 -0.3 0.0 0.3
C 0.9146 -2.1526 1.2260 0.1 -0.2 0.0
C 1.6001 -0.4697 2.8239 0.1 0.0 -0.1
C -3.4912 1.7806 -1.6502 -0.1 0.1 -0.2
C 3.7088 0.8795 2.5186 -0.2 0.2 0.0
C 2.5389 1.1569 -2.0098 -0.1 -0.1 -0.1
C 1.3207 2.6068 0.7411 0.1 0.2 -0.6
C 1.9075 -3.6977 -1.1070 -0.1 -0.4 -0.2
C 2.7319 -0.1770 2.0790 0.1 -0.1 0.0
C -4.4324 1.0088 -0.6963 -0.1 0.0 -0.4
C -0.9132 -3.6311 1.6637 -0.2 -0.1 0.1
C 2.9318 -0.8721 0.8975 -0.2 -0.2 0.0
C 0.3910 0.3024 -1.3740 -0.3 -0.4 -0.1
C -3.2634 1.8706 1.2539 0.3 0.3 0.3
C 2.6606 -0.1196 -2.8203 0.6 -0.1 0.1
C -0.6001 -1.5709 -2.5323 0.2 0.2 0.0
C -1.6363 -1.5768 -1.6131 -0.1 -0.1 -0.1
C 2.0550 -1.8584 0.4595 0.1 0.0 0.0
C 3.1102 2.2848 2.3663 0.1 -0.1 0.2
C -1.6119 -0.6914 -0.5546 -0.6 0.0 0.4
C 1.0340 2.5968 -0.7634 0.0 0.2 0.1
C 0.7109 -1.4409 2.4033 -0.1 -0.1 -0.1
C -2.7281 2.9196 0.2607 -0.1 0.2 0.0
H 3.2805 2.3877 0.2593 -0.2 0.0 -0.1
H -4.0649 2.3015 1.8656 0.1 0.0 0.0
H -4.0443 2.5939 -2.1454 0.0 -0.1 0.0
H 3.8628 3.0417 2.6085 -0.1 0.0 0.1
H -0.0239 2.8052 -0.9363 0.1 0.0 0.1
H -1.6719 -2.8836 1.9016 0.1 -0.1 0.0
H 3.1355 -0.8864 -2.1901 -0.1 0.2 -0.1
H -2.4529 -2.2765 -1.6866 -0.1 -0.1 -0.1
H -3.4791 3.7019 0.0802 0.1 0.0 0.0
H -5.3284 1.6006 -0.4799 0.1 -0.1 0.0
H 1.4045 0.0601 3.7432 0.0 0.1 0.1
H -0.1772 -1.6236 2.9840 -0.1 -0.1 0.0
H -4.7378 0.0546 -1.1243 -0.2 0.2 -0.1
H -0.5997 0.9019 0.4369 0.1 0.2 0.1
H -1.8159 3.3763 0.6480 -0.1 0.0 0.0
H 2.0770 -4.4328 -0.3175 0.0 0.0 0.0
H 3.2954 0.0712 -3.6882 -0.1 0.1 0.2
H -0.4510 -3.9993 2.5850 0.0 0.0 0.0
H 3.9769 0.7315 3.5662 0.1 0.0 0.0
H 1.6549 3.3543 -1.2513 -0.1 -0.1 0.1
H 4.6177 0.8097 1.9180 0.1 0.0 0.1
H 2.2505 2.4079 3.0281 0.1 0.0 0.0
H -3.0704 1.1229 -2.4140 -0.1 0.0 0.0
H -0.5741 -2.2663 -3.3558 0.0 -0.1 -0.1
H -1.3793 -4.4595 1.1325 0.0 0.0 0.1
H 2.4774 -3.9789 -1.9931 0.0 0.0 0.1
H 0.8440 -3.6616 -1.3482 0.1 0.0 0.0
H -2.4784 1.5108 1.9181 0.0 0.2 0.1
H 3.8023 -0.6753 0.2883 0.1 0.0 -0.1
```
Forces are in eV/Å.

Results
- relative energy (zero: lowest compared OMol25 entry of this formula, charge and spin) (eV) = 0.581
- molecular weight (g mol⁻¹) = 519.576
- electronic energy (a.u.) = -2096.324193
- HOMO-LUMO gap (eV) = 8.70
- SMILES = COc1ccc(CCNC(=O)CN2C(=O)COc3ccc(S(=O)(=O)N4CCOCC4)cc32)cc1OC